# C15H27BMgN4S5Si

A structure of composition C15H27BMgN4S5Si (the ωB97M-V functional and the def2-TZVPD basis, the OMol25 dataset).

Computed properties:
**Total charge**: -2
**ΔE to the lowest compared entry with this formula, charge and spin**: 0.328 eV
**HOMO**: -1.4 eV
**LUMO**: 4.075 eV
**Orbital gap**: 5.5 eV

The geometry in XYZ format:
```
54
C15H27BMgN4S5Si the ωB97M-V functional and the def2-TZVPD basis
H -0.92 4.91 -0.15
H 4.95 0.96 -1.81
N 3.95 -0.59 -0.89
N 2.38 -2.02 0.01
C -3.22 -4.79 -0.87
C -0.19 -0.34 -1.35
C -3.23 3.39 1.57
N -1.28 -2.00 2.02
H -2.45 5.75 -0.39
H -3.92 2.60 1.85
C 1.60 -3.25 0.04
C 0.27 0.92 -1.69
C -4.40 3.32 -1.29
C -2.15 0.51 -0.42
H -2.32 3.26 2.16
H 1.21 1.03 -2.21
C -0.66 -1.85 2.98
H -5.03 4.18 -1.04
C 3.11 -1.70 -1.06
C -1.74 1.84 -0.71
H 2.38 -0.07 0.80
S 3.02 -2.53 -2.51
Mg -2.44 -2.22 0.23
H 2.19 -4.07 -0.37
H -3.66 4.36 1.81
B 0.23 -1.60 4.27
H 5.29 0.32 0.42
H -1.66 4.95 -1.76
H 0.37 -1.23 -1.60
C 4.91 -0.67 0.20
H 5.76 -1.32 -0.07
H -4.17 3.36 -2.35
Si -2.83 3.30 -0.26
H 0.94 -1.03 1.15
H 1.33 -3.46 1.07
C -1.87 4.87 -0.69
H 1.06 -0.75 3.98
H -0.18 3.01 -1.59
H 2.42 -1.37 2.03
C -0.53 2.01 -1.34
S -1.96 -3.82 -1.59
H -0.50 -1.21 5.16
H 3.78 0.12 -2.85
S -3.94 -4.15 0.58
C 4.54 -0.01 -2.08
H 5.34 -0.64 -2.50
H 0.76 -2.65 4.57
H 0.68 -3.18 -0.55
H 4.45 -1.07 1.10
S -3.71 -6.25 -1.53
H -4.97 2.41 -1.10
N -1.34 -0.54 -0.71
S -3.67 0.08 0.28
C 2.02 -1.06 1.06
```

# C4H5N3S

A structure of composition C4H5N3S at a distorted geometry (the ωB97M-V functional and the def2-TZVPD basis, the OMol25 dataset).

Computed properties:
**Total charge**: 0
**ΔE to the lowest compared entry with this formula, charge and spin**: 4.599 eV
**HOMO**: -9.3 eV
**LUMO**: -0.699 eV
**Orbital gap**: 8.6 eV

The geometry in XYZ format:
```
13
C4H5N3S the ωB97M-V functional and the def2-TZVPD basis
H 1.22 0.12 -0.19
S 0.93 0.31 -2.87
N 0.68 2.15 1.96
H -1.05 -1.08 -1.85
H -2.30 -0.81 0.24
H 0.18 1.21 -0.69
C 0.85 -0.32 1.08
N -0.58 -0.67 1.30
N -0.82 -0.62 -1.07
C 0.00 0.42 -1.49
H 1.53 -1.12 1.70
C 0.69 1.04 1.66
C -1.32 -0.62 0.22
```

# C27H20N7O4RuS2

A structure of composition C27H20N7O4RuS2 (the ωB97M-V functional and the def2-TZVPD basis, the OMol25 dataset).

Computed properties:
**Total charge**: 0
**ΔE to the lowest compared entry with this formula, charge and spin**: 0.702 eV
**HOMO (spin up / spin down)**: -5.6 / -7.9 eV
**⟨S²⟩**: 8.797
**2S+1**: 6
**LUMO (spin up / spin down)**: -0.266 / -2.790 eV
**Orbital gap (spin up / spin down)**: 5.3 / 5.1 eV

The geometry in XYZ format:
```
61
C27H20N7O4RuS2 the ωB97M-V functional and the def2-TZVPD basis
H -1.72 -3.05 -3.95
N -1.19 6.74 2.83
S -2.73 1.55 -0.56
C -2.69 -5.30 -1.55
C 1.52 -0.54 -2.75
C 3.92 0.59 -2.17
C 1.87 -2.14 4.41
H 1.72 0.22 -4.72
H -4.71 0.16 -0.06
O 1.88 2.47 -1.00
C 3.18 -0.09 -1.22
C 2.18 0.15 -3.74
C 3.40 0.74 -3.44
C -2.81 -0.79 0.43
C 2.15 -0.88 2.39
H -3.11 -1.75 0.82
C 0.66 -2.72 2.42
C 0.26 -1.31 -3.06
C 0.98 -2.94 3.78
H -3.16 -5.03 -3.65
C -0.29 -3.54 1.74
S 0.44 2.48 -0.95
C -0.04 3.77 0.15
C -0.79 5.78 1.93
H 2.12 -2.30 5.45
C -1.10 4.61 -0.16
N 1.28 -1.67 1.73
C -1.99 -4.86 -0.47
H -1.76 7.49 2.47
H -0.52 7.03 3.52
C -1.15 -3.71 -0.61
C -2.59 -4.65 -2.81
C 2.48 -1.06 3.70
H -3.33 -6.17 -1.45
C 0.28 4.93 2.22
C -1.06 -3.05 -1.92
H -2.05 -5.34 0.49
H 0.82 5.06 3.15
C -3.64 0.17 -0.02
H 3.18 -0.39 4.17
C -1.26 0.74 -0.10
H 1.49 3.29 1.56
O -0.30 2.68 -2.18
C 0.65 3.94 1.34
N 2.01 -0.64 -1.50
H 2.55 -0.05 1.82
H 4.87 1.03 -1.90
O -0.21 -1.35 -4.18
H -2.31 6.26 0.48
C -1.48 5.60 0.72
O -0.93 -4.48 2.22
C -1.79 -3.54 -3.00
N -0.42 -3.15 0.35
N -0.18 -1.99 -1.95
H 0.48 -3.75 4.28
Ru 0.53 -1.46 -0.17
H 3.53 -0.19 -0.20
N -1.47 -0.47 0.39
N 0.03 1.11 -0.23
H 3.94 1.29 -4.20
H -1.62 4.48 -1.10
```

> Which of these has the lowest total charge?

C15H27BMgN4S5Si

Please write out number 2 again, unchanged.
# C4H5N3S

A structure of composition C4H5N3S at a distorted geometry (the ωB97M-V functional and the def2-TZVPD basis, the OMol25 dataset).

Computed properties:
**Total charge**: 0
**ΔE to the lowest compared entry with this formula, charge and spin**: 4.599 eV
**HOMO**: -9.3 eV
**LUMO**: -0.699 eV
**Orbital gap**: 8.6 eV

The geometry in XYZ format:
```
13
C4H5N3S the ωB97M-V functional and the def2-TZVPD basis
H 1.22 0.12 -0.19
S 0.93 0.31 -2.87
N 0.68 2.15 1.96
H -1.05 -1.08 -1.85
H -2.30 -0.81 0.24
H 0.18 1.21 -0.69
C 0.85 -0.32 1.08
N -0.58 -0.67 1.30
N -0.82 -0.62 -1.07
C 0.00 0.42 -1.49
H 1.53 -1.12 1.70
C 0.69 1.04 1.66
C -1.32 -0.62 0.22
```